DFT (wB97M-V/def2-TZVPD) results for a molecular structure, C2H7OPS.

Each line ends with the natural charge from an NBO analysis.
Atoms and positions in Å:
H: 0.55269 1.30122 -1.20118  0.18
O: -0.13879 1.04477 0.74248  -0.81
C: 0.94771 -1.79018 -0.05964  -0.74
H: 1.81203 -1.35247 0.40929  0.21
C: -0.01611 1.83047 -0.43260  -0.26
H: -0.91645 -0.57384 2.05043  -0.04
H: -1.00247 2.08089 -0.83296  0.20
H: 0.69910 -2.77629 0.29274  0.21
P: -0.85905 -0.40460 0.66523  1.20
H: 0.51360 2.73964 -0.14832  0.20
S: -2.50041 -0.40275 -0.35261  -0.55
H: 0.90813 -1.69686 -1.13286  0.21

Properties
E_LUMO ... 0.46 eV
Multiplicity ... 1
HOMO energy ... -8.745 eV
Frontier orbital gap ... 9.202 eV